Density functional theory data (ωB97M-V/def2-TZVPD) for a molecular structure, C30H21Cl2N7O4RuS in a non-equilibrium geometry.

The expectation value of S² is 0.7551. The energy relative to the best compared isomer or geometry (same formula, charge and spin) is 1.0128 eV. As for the spin multiplicity: 2. Its total charge is +1. The frontier orbital gap (spin up / spin down) is 7.09 / 6.65 eV.

XYZ file:
```
66
Properties=species:S:1:pos:R:3:forces:R:3:lowdin_charge:R:1
Ru 0.027467 -0.156556 0.448948 1.82 -1.85 1.07 1.4117
Cl 0.952894 4.757619 0.772569 0.03 -0.04 0.01 0.7377
Cl 6.148500 3.350438 0.918603 -0.03 -0.01 0.00 0.7220
S 0.651724 -4.616516 -0.711738 0.01 0.00 -0.05 1.1069
O -3.068472 -1.493453 2.954266 0.07 -0.09 0.04 0.1088
O 0.499212 1.818361 0.556031 -0.31 0.31 0.49 -0.2405
O -3.578502 -1.497232 0.007461 -0.06 0.07 0.07 0.1108
O -3.101929 -0.580202 -5.249635 0.01 -0.01 0.01 0.0789
N -1.753452 1.311767 -0.537931 -0.11 0.35 -0.26 0.0585
N 2.308683 -0.069808 0.442570 -0.36 -0.20 -0.48 0.0121
N -3.708390 -1.422748 -3.241055 0.00 -0.13 0.00 0.2057
N 0.339748 -0.660103 2.582722 -0.03 0.70 -0.23 0.0441
N -1.868369 -0.526296 1.250821 -0.03 0.07 -0.83 -0.0134
N 0.137912 -0.343905 -1.797050 -0.59 0.96 0.14 -0.0408
N -0.071705 -2.329390 0.124385 -0.32 0.03 0.25 -0.1200
C 3.193504 -1.046625 0.473793 -0.04 0.09 0.01 -0.1289
C 1.597362 -1.020330 4.580715 0.01 -0.03 -0.01 -0.0217
C -0.833892 0.657896 -4.193003 0.01 0.04 -0.01 0.0394
C -4.124193 1.356634 -0.842619 -0.01 -0.07 -0.08 0.0214
C -0.709137 -1.589438 4.526691 0.01 -0.01 -0.01 0.0335
C -2.762805 3.154864 -1.636803 0.00 0.02 -0.04 -0.0197
C 0.485295 -1.540955 5.221543 0.00 0.00 0.01 -0.0149
C -2.028887 -1.096819 2.471213 -0.13 0.20 -0.10 -0.4961
C 4.575136 -0.823012 0.569572 0.00 0.02 0.03 -0.0220
C -0.968265 -3.247759 0.643659 0.16 -0.05 0.03 -0.1936
C 0.365922 1.114937 -3.675710 0.02 -0.10 -0.06 -0.0135
C 2.761650 1.213706 0.558024 0.02 -0.03 0.08 -0.1713
C -0.712187 -4.532937 0.307181 -0.04 -0.01 -0.04 -0.3406
C -1.009517 -0.796984 -2.328386 0.15 -0.29 -0.02 -0.0876
C 5.046520 0.458731 0.641472 0.03 -0.03 0.00 0.0070
C -0.739178 -1.129129 3.225242 -0.01 0.02 0.04 -0.1765
C 2.148812 3.513204 0.734547 0.04 0.13 -0.01 -0.5754
C 0.804149 0.606323 -2.466043 0.10 -0.16 0.01 -0.1067
C -1.647261 2.481913 -1.158406 -0.08 -0.08 0.08 -0.1027
C 4.481964 2.896523 0.785813 0.04 0.00 -0.01 -0.6075
C 0.813210 -2.938265 -0.628745 -0.01 0.02 -0.15 -0.5111
C 4.134402 1.532716 0.655497 -0.03 0.01 -0.01 -0.1666
C 3.508149 3.855430 0.818847 -0.05 0.00 0.00 -0.1023
C -2.890257 -0.545817 0.305878 -0.13 -0.03 0.19 -0.4275
C -1.547936 -0.314240 -3.500156 0.06 -0.05 -0.07 -0.0913
C 1.487873 -0.592399 3.270729 -0.08 0.04 -0.02 -0.0823
C -2.956984 0.767492 -0.399048 0.06 -0.04 -0.09 -0.2102
C -2.857669 -0.790542 -4.079648 0.00 0.07 0.01 -0.4925
C -4.017475 2.589821 -1.469408 0.01 0.02 0.01 -0.0254
C 1.741219 2.196294 0.625427 -0.10 -0.16 -0.07 -0.3980
H 2.818992 -2.057351 0.461563 -0.06 -0.09 -0.06 0.0936
H -1.815414 -2.931206 1.223143 -0.02 -0.05 0.01 0.0997
H 1.544550 -2.411118 -1.216190 0.08 0.04 0.05 0.0725
H 3.778414 4.897066 0.924345 0.00 0.00 -0.01 0.1150
H 2.549670 -0.935454 5.084381 0.00 0.01 -0.01 0.1187
H -1.630233 -1.956169 4.957438 -0.01 0.01 -0.01 0.1331
H -4.574335 -1.746601 -3.640354 -0.01 0.02 0.01 0.1259
H -1.489630 -1.599787 -1.780897 -0.07 0.10 0.05 0.1101
H -5.073649 0.861444 -0.694896 0.00 0.00 0.01 0.1306
H -2.641629 4.110289 -2.127760 -0.01 0.01 0.02 0.1156
H 2.341759 -0.170897 2.771471 0.05 0.05 -0.06 0.1014
H 0.954078 1.860078 -4.192243 -0.01 0.01 0.01 0.1212
H 1.727183 0.948876 -2.013924 -0.06 0.09 0.05 0.1130
H 0.544613 -1.883813 6.245565 0.01 0.00 0.00 0.1231
H -3.584049 -1.519735 -2.244417 -0.01 0.08 0.01 0.0669
H 5.247001 -1.669087 0.587964 -0.01 0.00 -0.01 0.1167
H -4.902812 3.104859 -1.817105 0.01 0.00 -0.02 0.1191
H -1.269663 -5.412661 0.580822 -0.01 0.02 0.03 0.0863
H 6.107415 0.659461 0.704602 0.00 0.00 0.01 0.1036
H -0.649891 2.889055 -1.246037 0.01 0.04 0.02 0.1008
H -1.237198 1.029523 -5.126291 0.00 0.00 0.00 0.1353
```
Forces are in eV/Å.